(1)
{"formula": "C22H23FN2O3S", "method": "ωB97M-V with the def2-TZVPD basis set", "species": ["C", "C", "C", "C", "C", "C", "C", "H", "H", "C", "C", "N", "C", "O", "C", "H", "H", "S", "O", "C", "C", "C", "O", "C", "N", "C", "C", "C", "C", "C", "C", "H", "H", "H", "H", "F", "C", "H", "H", "H", "H", "H", "H", "H", "H", "H", "H", "H", "H", "H", "H", "H"], "xyz": [[2.10206, 5.69854, -5.80063], [2.58331, 4.57564, -4.93217], [3.87501, 4.56139, -4.42355], [4.31292, 3.51476, -3.63268], [3.47216, 2.45111, -3.33276], [2.17828, 2.46162, -3.84084], [1.74282, 3.51124, -4.62889], [0.73401, 3.50392, -5.01684], [1.50900, 1.64171, -3.62280], [3.93844, 1.34248, -2.43096], [3.75012, 1.73338, -0.95928], [2.34650, 1.78896, -0.62069], [1.81800, 1.06767, 0.37860], [2.47721, 0.40896, 1.16574], [0.31080, 1.12055, 0.43653], [-0.06753, 2.12446, 0.25445], [-0.06443, 0.73306, 1.37978], [-0.40153, 0.04686, -0.91653], [0.38420, 0.37822, -2.11102], [0.29683, -1.55464, -0.27904], [-0.42976, -1.91890, 0.95062], [0.03866, -2.14642, 2.22109], [-1.03286, -2.41676, 2.99987], [-2.10630, -2.33730, 2.19057], [-1.79023, -2.03871, 0.96038], [-3.44975, -2.56101, 2.67337], [-3.73711, -2.87230, 4.00282], [-5.03243, -3.08403, 4.43527], [-6.07473, -2.98569, 3.53046], [-5.81493, -2.67637, 2.20332], [-4.51912, -2.46650, 1.77911], [-4.29353, -2.22627, 0.75277], [-6.62878, -2.60004, 1.49896], [-7.08798, -3.15072, 3.86290], [-5.20661, -3.32312, 5.47269], [-2.74164, -2.97303, 4.90411], [1.39816, -2.14470, 2.80749], [1.96384, -1.29137, 2.43494], [1.32304, -2.09186, 3.89012], [1.93282, -3.05562, 2.53844], [0.11360, -2.26978, -1.08085], [1.36444, -1.44545, -0.10613], [1.73727, 2.16764, -1.33282], [4.20620, 2.71318, -0.77599], [4.21282, 0.99926, -0.29492], [4.99645, 1.13836, -2.60279], [3.36743, 0.43434, -2.63008], [5.32301, 3.52200, -3.24674], [4.54682, 5.37792, -4.64867], [1.13498, 6.06193, -5.45706], [1.98130, 5.35348, -6.82751], [2.80854, 6.52489, -5.79764]], "atomic_forces_ev_per_a": [[-0.0097, -0.0420, -0.0384], [-0.0330, 0.0113, 0.0187], [-0.0267, 0.0184, 0.0005], [-0.0309, -0.0406, 0.0131], [0.0658, -0.1216, -0.0678], [0.0060, -0.0487, -0.0576], [0.0655, 0.1117, -0.0021], [-0.1184, -0.0038, -0.0459], [-0.0394, -0.0956, 0.0184], [-0.0358, 0.1424, 0.1976], [0.3106, -0.1829, 0.0595], [0.1332, 0.2891, -0.1567], [-0.2772, 0.2790, -0.1376], [0.1563, -0.2288, 0.2572], [-0.2823, -0.4828, -0.3211], [-0.0960, -0.0148, -0.0611], [0.0460, 0.0490, 0.0770], [0.2055, -0.3387, 1.4013], [0.3504, 0.2046, -1.1748], [-0.3158, 0.4485, -0.0890], [0.5127, -0.2373, 1.1457], [0.2886, 0.3435, -1.1955], [-0.1928, -0.1138, 0.3068], [0.4684, 0.2890, -1.0754], [-0.8269, -0.2560, 0.4091], [-0.2782, -0.1630, 0.6339], [-0.1174, 0.0326, -0.1800], [0.0732, -0.0037, 0.0410], [0.0957, 0.0053, 0.0203], [-0.0623, 0.0108, -0.0668], [0.0933, -0.0303, 0.1664], [0.0008, 0.0239, -0.1112], [-0.0591, 0.0098, -0.0705], [-0.0845, -0.0151, 0.0352], [0.0159, -0.0187, 0.0980], [-0.1522, 0.0050, -0.1000], [-0.0953, -0.0967, 0.0784], [-0.0156, -0.0056, 0.0388], [0.0748, 0.0107, 0.0869], [0.0482, -0.0685, 0.0668], [-0.0062, 0.0728, -0.0891], [0.0716, 0.0980, -0.0921], [-0.1087, -0.0788, 0.1627], [0.0568, -0.1359, -0.0014], [-0.0421, 0.1426, -0.0741], [0.0033, -0.0274, -0.0111], [0.0632, -0.0498, 0.0172], [0.1169, -0.0080, 0.0393], [0.0510, 0.0873, -0.0321], [-0.0495, 0.0784, -0.0224], [-0.0226, 0.0623, -0.0848], [0.0048, 0.0825, -0.0313]], "mulliken_charge": [-1.39, 0.95, -0.72, -0.58, 0.58, -0.31, -0.84, 0.42, 0.54, -1.11, -0.74, -0.08, 0.60, -0.70, -0.92, 0.46, 0.48, 0.25, -0.47, -0.91, 0.55, 0.62, -0.36, 0.77, -0.58, -0.08, 0.36, -0.60, -0.32, -0.65, -0.34, 0.47, 0.40, 0.38, 0.46, -0.31, -1.31, 0.21, 0.35, 0.30, 0.47, 0.31, 0.20, 0.34, 0.41, 0.43, 0.31, 0.40, 0.32, 0.34, 0.30, 0.35], "e_homo_ev": -8.2, "orbital_gap_ev": 8.67, "spin_multiplicity": 1}

(2)
{"formula": "C22H23IrN6O6S", "method": "ωB97M-V with the def2-TZVPD basis set", "species": ["Ir", "O", "C", "O", "C", "C", "N", "N", "C", "C", "O", "O", "H", "H", "H", "N", "C", "O", "C", "C", "C", "C", "N", "C", "H", "H", "H", "H", "H", "H", "C", "C", "C", "N", "C", "S", "N", "C", "O", "C", "C", "C", "C", "C", "C", "H", "H", "H", "H", "H", "H", "H", "H", "H", "H", "H", "H", "H", "H"], "xyz": [[-1.12111, 0.91469, 0.22572], [0.51729, -2.55065, -4.19424], [-0.75647, -2.67449, -3.86562], [-1.45531, -3.57289, -4.22576], [-1.38148, -1.61501, -2.98991], [-2.75962, -1.53615, -2.81037], [-3.00167, -0.60488, -1.88253], [-1.86095, -0.05056, -1.44490], [-0.87342, -0.66796, -2.11257], [0.50008, -0.23766, -1.76886], [1.49039, -0.55935, -2.35239], [0.55825, 0.60583, -0.70805], [0.96583, -1.79383, -3.77874], [-3.54732, -2.09204, -3.29691], [-3.90292, -0.28968, -1.55291], [-4.90108, 5.38119, -0.13374], [-4.12454, 5.23368, -1.20417], [-4.40492, 5.51593, -2.35893], [-2.76467, 4.59314, -1.09002], [-1.71441, 5.20417, -1.79405], [-0.47363, 4.58597, -1.81758], [-0.33329, 3.35445, -1.22126], [-1.36862, 2.73618, -0.59147], [-2.56221, 3.35580, -0.51572], [-5.80983, 5.81109, -0.26121], [-4.54632, 5.29958, 0.80516], [-1.88965, 6.14235, -2.30645], [0.36878, 5.03592, -2.32411], [0.60394, 2.81750, -1.24052], [-3.36112, 2.83668, 0.00139], [4.32388, -0.54304, 1.25941], [4.53733, 0.22397, 2.55804], [3.36044, 0.17052, 3.52779], [2.18024, 0.93602, 3.04730], [1.14510, 0.50789, 2.38355], [-0.15788, 1.65659, 2.15492], [1.09907, -0.80021, 2.01123], [0.09529, -1.52517, 1.40505], [-0.94774, -0.95956, 0.97324], [0.26216, -2.94594, 1.26906], [1.31889, -3.65500, 1.87406], [1.43914, -5.01227, 1.67770], [0.51115, -5.68350, 0.88330], [-0.54551, -4.99989, 0.28871], [-0.67432, -3.64183, 0.48070], [5.22042, -0.50188, 0.64378], [3.51531, -0.12434, 0.65297], [4.12528, -1.60393, 1.44768], [4.77947, 1.26809, 2.34891], [5.39448, -0.18045, 3.09880], [3.62307, 0.61920, 4.48398], [3.04166, -0.85167, 3.74742], [2.17189, 1.91998, 3.29058], [1.94725, -1.32473, 2.18988], [2.04503, -3.17974, 2.52317], [2.24617, -5.55812, 2.14582], [0.61070, -6.75074, 0.73385], [-1.26186, -5.53461, -0.31929], [-1.49616, -3.10467, 0.02912]], "atomic_forces_ev_per_a": [[-0.0297, 0.1565, 0.2252], [0.0490, -0.0295, 0.0654], [-0.1028, 0.1025, -0.1677], [0.0380, -0.0099, 0.0320], [0.0017, -0.1084, 0.0790], [0.0238, -0.0036, -0.0119], [-0.0423, 0.0302, 0.0472], [0.0791, -0.1064, -0.1214], [-0.0275, 0.0802, -0.0273], [0.0655, 0.0648, 0.0425], [-0.0223, -0.0272, 0.0205], [-0.0232, -0.0473, -0.1567], [-0.0132, -0.0229, 0.0033], [0.0020, -0.0035, -0.0067], [-0.0106, -0.0126, 0.0084], [-0.0438, 0.0649, -0.3577], [-0.0221, -0.0781, 0.5091], [0.0210, -0.0713, -0.0188], [0.0510, 0.1634, -0.2057], [-0.0417, 0.0242, 0.0357], [0.0113, 0.0171, -0.0027], [-0.0616, 0.0265, 0.0123], [0.0499, 0.0673, -0.0067], [-0.0498, -0.0828, -0.0506], [0.0104, -0.0015, 0.0523], [0.0521, 0.0023, -0.0146], [0.0124, -0.0113, -0.0112], [0.0043, 0.0006, 0.0094], [-0.0094, -0.0289, 0.0062], [-0.0024, 0.0090, 0.0266], [-0.0303, 0.0077, 0.0253], [-0.0221, 0.0064, 0.0029], [-0.0072, -0.0073, 0.0137], [0.0291, -0.0760, -0.0198], [-0.1681, 0.0621, 0.2125], [0.0666, -0.0621, -0.1043], [0.1474, -0.0064, -0.1472], [-0.1333, 0.0924, 0.0894], [0.1058, -0.1388, -0.0313], [0.0234, -0.1182, 0.0267], [-0.0175, 0.0255, -0.0081], [-0.0118, -0.0195, -0.0147], [0.0028, -0.0060, 0.0081], [0.0053, -0.0105, 0.0003], [0.0347, 0.0313, 0.0119], [0.0045, -0.0104, 0.0072], [-0.0342, -0.0048, 0.0087], [-0.0139, 0.0075, -0.0069], [0.0050, 0.0083, 0.0228], [-0.0037, -0.0191, -0.0095], [-0.0118, 0.0222, 0.0063], [0.0316, 0.0039, -0.0069], [0.0172, 0.0329, -0.0447], [0.0317, -0.0175, -0.0724], [-0.0161, 0.0232, 0.0249], [-0.0005, 0.0016, 0.0017], [0.0014, 0.0012, -0.0027], [-0.0008, 0.0032, -0.0025], [-0.0040, 0.0032, -0.0070]], "mulliken_charge": [2.20, -0.47, 0.51, -0.49, 0.14, -0.44, -0.28, -0.26, -0.06, 1.04, -0.66, -1.01, 0.37, 0.57, 0.22, -0.33, 0.29, -0.38, 0.04, -0.12, -0.94, -0.15, -0.31, 0.09, 0.28, 0.24, 0.53, 0.48, 0.60, 0.54, -0.81, -0.27, -0.80, -0.05, 0.60, -0.40, 0.30, 0.87, -0.92, 0.81, -0.19, -1.05, -0.37, -0.94, -0.47, 0.41, 0.12, 0.24, 0.29, 0.35, 0.40, 0.40, 0.30, -0.40, 0.54, 0.45, 0.45, 0.47, 0.41], "s2": 0.775, "e_homo_ev": [-17.7, -17.1], "orbital_gap_ev": [6.71, 3.10], "total_charge": 3, "spin_multiplicity": 2}

(3)
{"formula": "C22H23N3O3", "method": "ωB97M-V with the def2-TZVPD basis set", "species": ["C", "C", "C", "C", "C", "C", "C", "C", "C", "C", "O", "N", "C", "C", "O", "N", "C", "C", "O", "N", "C", "C", "C", "C", "C", "C", "C", "C", "H", "H", "H", "H", "H", "H", "H", "H", "H", "H", "H", "H", "H", "H", "H", "H", "H", "H", "H", "H", "H", "H", "H"], "xyz": [[2.68182, 1.02857, 1.33680], [2.05274, -0.25024, 1.78902], [2.53968, -1.45162, 1.39413], [1.92925, -2.66552, 1.81074], [2.41389, -3.92980, 1.44422], [1.77514, -5.07027, 1.86612], [0.63080, -4.99000, 2.66203], [0.13515, -3.76188, 3.02808], [0.77890, -2.59111, 2.61427], [0.23660, -1.30311, 2.99720], [-0.80841, -1.16541, 3.63404], [0.96526, -0.18709, 2.62503], [0.42660, 1.09478, 3.05673], [-0.55462, 1.57924, 1.98589], [-0.27720, 2.44336, 1.17652], [-1.73869, 0.93446, 2.02731], [-2.53989, 0.94212, 0.82792], [-1.74886, 0.22083, -0.27602], [-0.78621, -0.46848, 0.00754], [-2.17017, 0.40857, -1.54274], [-3.27485, 1.26547, -1.90006], [-1.30776, -0.02062, -2.62966], [-0.59295, 1.14887, -3.25920], [-0.56221, 1.30594, -4.63759], [0.09725, 2.38191, -5.20681], [0.72482, 3.31560, -4.40085], [0.69443, 3.16679, -3.02401], [0.04125, 2.08904, -2.45476], [1.93366, 1.70316, 0.92562], [3.41987, 0.81775, 0.56833], [3.18537, 1.53229, 2.16304], [3.39606, -1.49479, 0.74070], [3.29725, -3.99212, 0.82500], [2.15734, -6.03976, 1.57990], [0.13818, -5.89489, 2.98535], [-0.74926, -3.66885, 3.64026], [-0.10363, 0.92830, 3.99838], [1.22681, 1.81868, 3.19792], [-1.78057, 0.11132, 2.62662], [-2.71110, 1.98120, 0.53521], [-3.49145, 0.44490, 1.01882], [-3.55735, 1.05028, -2.92947], [-3.00625, 2.32425, -1.83434], [-4.13419, 1.07371, -1.25885], [-1.90335, -0.55669, -3.37523], [-0.57962, -0.71193, -2.19386], [-1.05306, 0.57971, -5.27082], [0.11656, 2.49257, -6.28126], [1.23569, 4.15742, -4.84458], [1.18036, 3.89211, -2.38870], [0.02091, 1.98098, -1.37991]], "atomic_forces_ev_per_a": [[-0.0456, 0.0263, 0.0017], [0.7771, -0.5201, -0.5351], [-0.0226, 0.4986, 0.0067], [-0.4154, -0.0771, 0.3006], [0.0173, -0.0456, -0.0075], [0.1017, 0.0490, -0.0742], [-0.1354, 0.0166, 0.0946], [-0.0388, 0.0281, 0.0478], [0.2980, -0.3309, -0.2496], [-0.0288, 0.1382, 0.0966], [-0.1247, -0.1542, 0.1364], [-0.2063, -0.1831, 0.3384], [-0.2211, 0.2589, 0.0109], [0.0767, 0.0130, 0.6562], [0.0512, 0.1700, -0.3140], [-0.5351, -0.1326, -0.0111], [0.4057, 0.1621, 0.0903], [-0.2561, -0.0104, 0.1592], [0.2087, -0.0831, 0.0756], [0.0771, -0.2210, -0.3123], [-0.1433, 0.2631, 0.1322], [0.2246, -0.2467, 0.0751], [-0.0532, -0.0176, -0.1220], [-0.0046, -0.0653, 0.0943], [0.0521, 0.0648, -0.1044], [0.0406, 0.0533, -0.1017], [0.0249, 0.0227, 0.0628], [-0.0162, -0.0412, -0.0127], [0.0055, 0.0976, -0.0032], [0.0378, -0.0566, 0.0098], [0.0158, 0.0767, 0.0274], [0.0805, 0.1036, -0.0707], [0.0759, -0.0121, -0.0579], [0.0435, -0.0541, -0.0322], [-0.0497, -0.0498, 0.0336], [-0.0647, -0.0040, 0.0339], [0.1604, 0.0587, -0.1486], [-0.1268, -0.0735, -0.0834], [0.0953, 0.1478, -0.0646], [-0.1412, -0.1587, -0.0212], [0.0099, 0.0623, -0.0512], [-0.0435, 0.0021, 0.0358], [-0.0617, 0.0051, -0.0542], [-0.0342, 0.0379, -0.0488], [0.0641, 0.0409, 0.0352], [-0.1735, 0.0478, -0.1380], [-0.0697, -0.0709, -0.0497], [0.0008, 0.0185, -0.0825], [0.0354, 0.0690, -0.0347], [0.0454, 0.0693, 0.0613], [-0.0139, 0.0066, 0.1691]], "mulliken_charge": [-1.90, 1.32, -0.96, 0.90, -0.99, -0.42, -0.66, -0.41, 0.04, 0.71, -0.84, 0.27, -1.49, 0.61, -0.69, -0.13, -0.95, 0.70, -0.57, 0.10, -1.06, -1.26, 0.71, -0.58, -0.57, -0.45, -0.66, 0.05, 0.37, 0.37, 0.33, 0.37, 0.41, 0.41, 0.39, 0.48, 0.51, 0.55, 0.43, 0.42, 0.39, 0.37, 0.32, 0.40, 0.40, 0.32, 0.35, 0.38, 0.38, 0.45, 0.38], "e_homo_ev": -7.9, "orbital_gap_ev": 8.60, "spin_multiplicity": 1}

no.,F_max (eV/Å)
1,1.46
2,0.52
3,1.08